DFT (the ωB97M-V functional and the def2-TZVPD basis) results for a cluster of 11 separate species, C30H67N7O19 in total.

Results
* SMILES: COC(=O)OC.COC(=O)OC.COC(=O)OC.COC(=O)OC.CNC(C)=O.CNC(C)=O.CNC(C)=O.CNC(C)=O.CC(N)=O.CC(N)=O.CC(N)=O
* energy: -2996.2866 hartree
* E_LUMO: 0.377 eV

Structure (ORCA input):
```
! wB97M-V def2-TZVPD RIJCOSX def2/J DEFGRID3
* xyz 0 1
C -2.99 -2.24 -1.70
H -2.52 6.70 0.70
H -0.18 -6.19 -4.86
C -2.86 -4.32 -2.74
H -4.14 3.07 3.87
O -1.07 5.88 2.54
H -0.64 -3.92 5.49
C 4.01 4.99 -0.34
H 5.09 5.09 -0.36
N 2.93 -0.72 1.23
O -2.01 -4.71 -1.97
H -2.24 -6.27 -4.79
H 4.65 8.56 -3.68
O 4.57 5.42 -2.89
H 1.49 -6.69 -5.10
H -4.82 -4.04 4.63
H -3.00 -1.18 -1.94
H -2.91 -3.91 0.95
H 0.23 3.13 1.87
N 4.30 2.29 -2.55
H -1.95 -2.44 -1.41
O 1.27 -4.85 -4.25
H 3.27 1.18 3.87
C -1.18 -3.69 4.58
H 2.02 0.64 -2.97
H 1.01 -1.16 -2.73
C 0.50 -3.78 -4.06
O 3.35 6.01 -1.09
C 0.80 -5.83 -5.16
H 3.19 8.33 -4.58
N 0.01 7.85 2.53
O -0.66 0.47 -0.85
C 0.52 -5.05 0.09
O -3.43 -5.00 -3.71
H 0.41 -0.86 2.43
H 4.75 3.07 -2.09
C -4.92 5.47 3.86
H -2.60 8.29 1.46
O -0.36 2.50 -0.06
H -4.46 5.16 4.79
C -0.30 1.18 0.05
H -3.76 -6.95 -4.23
C 3.81 6.17 -2.33
H 2.12 -6.13 -1.85
H 4.36 6.99 -4.57
H 0.12 -2.08 -1.52
H 0.22 -1.20 0.69
C 3.52 1.53 -1.76
C -1.01 7.03 2.15
H 3.71 5.17 0.70
H -0.21 -3.45 1.33
H 2.49 -0.28 -1.58
H -1.19 -0.81 1.70
H -6.00 5.33 3.93
H 1.45 3.26 0.59
O 2.37 -1.28 3.34
C 4.33 2.26 -4.00
C 2.82 1.05 2.89
N -4.27 -3.57 3.94
C -2.93 -6.30 -3.94
H -3.50 -2.46 -0.76
H 3.35 2.06 -4.43
O -4.28 -5.32 2.49
H 3.37 -2.09 -0.19
C 2.89 -2.10 0.79
H -0.74 -5.70 -1.32
H 0.22 8.66 1.98
H -0.76 -4.16 3.69
H 4.66 3.25 -4.32
C -3.31 -3.26 1.72
H -2.30 2.82 1.71
O -2.41 -1.77 3.84
H -4.77 6.53 3.67
O 3.27 7.26 -2.85
C 0.38 3.33 0.81
H 3.43 1.57 2.15
H 1.87 -2.47 0.66
C -0.13 -0.60 1.53
H 1.83 1.47 2.91
H -2.53 -2.70 2.23
O 1.61 -5.07 0.62
O 1.02 -3.11 -3.04
H 3.45 -2.77 1.42
H -3.29 1.54 2.28
O -3.37 -3.09 -2.75
H 0.91 -5.53 -6.20
H 0.71 -6.94 -2.59
H -2.20 -4.08 4.66
H 3.61 4.01 -0.59
H -1.38 7.96 0.22
C -4.30 4.72 2.70
H -1.32 -4.80 1.18
C 2.73 -0.42 2.53
O 0.03 0.78 1.27
C 1.18 -6.62 -1.66
H 5.02 1.50 -4.38
H 2.99 0.04 0.56
C -1.92 7.53 1.06
C -0.61 -4.18 0.63
C 3.94 7.80 -3.98
N 0.22 -5.75 -1.02
N -0.23 -1.47 4.38
H 0.69 -1.82 4.61
C -3.34 2.59 1.96
H -3.96 2.63 1.06
H 1.33 -7.52 -1.06
C 2.89 0.32 -2.40
H 0.09 4.37 0.64
H -0.17 -0.51 4.08
O -4.25 5.19 1.57
O 3.28 1.81 -0.58
O -0.46 -3.49 -4.72
H -0.57 -1.69 -3.17
H -1.12 -3.67 -0.19
C 0.29 -1.97 -2.58
C -1.34 -2.22 4.27
H 3.61 -0.31 -2.93
H -2.44 -6.72 -3.07
H -3.97 -2.51 1.30
C -3.99 -4.16 2.74
H 0.70 7.42 3.12
N -3.89 3.45 2.97
H -3.80 -2.73 4.22
*
```



DFT (the ωB97M-V functional and the def2-TZVPD basis) results for a structure of composition C19H19N5O7Ti.

Results
* ΔE to the lowest compared entry with this formula, charge and spin: 0.00 kJ/mol
* energy: -2384.4790 hartree
* E_LUMO: -8.700 eV

Structure (ORCA input):
```
! wB97M-V def2-TZVPD RIJCOSX def2/J DEFGRID3
* xyz 2 1
C 1.13 1.10 2.79
O -1.48 0.36 6.68
C 1.48 -1.57 -2.11
H -2.12 1.85 -2.02
H -3.71 1.61 -1.12
C -3.53 -0.52 -0.81
N 0.92 0.78 -2.13
C 1.76 -0.21 -2.58
H 4.03 1.67 -4.31
H 2.90 -4.67 -1.83
N -0.44 0.86 6.19
O 3.07 2.37 2.63
C 2.17 -3.87 -1.71
C 2.39 -2.63 -2.29
C -1.08 -0.11 4.02
H -5.09 0.75 -1.70
H -3.59 0.68 -2.64
C -4.00 0.69 -1.63
H -2.82 -0.16 -0.03
O 2.66 0.91 1.04
H -1.89 -0.68 4.47
N 2.35 1.49 2.10
C 0.95 1.21 4.16
C -0.91 -0.20 2.64
C 2.32 2.43 -3.22
C 0.08 0.59 2.01
H 0.61 2.85 -2.00
H 0.77 -4.99 -0.47
C -1.48 1.98 -1.14
Ti -0.72 0.13 -0.78
N 0.33 -1.75 -1.38
H 1.69 1.74 4.76
C 0.11 -2.99 -0.86
N -1.61 -1.14 1.84
C 1.00 -4.05 -0.96
H -4.39 -0.93 -0.24
O -2.54 -1.82 2.26
C -0.19 0.64 4.77
H -2.07 2.07 -0.21
H 2.48 3.49 -3.44
O 0.06 0.85 0.72
H 3.52 -0.70 -3.70
H -0.89 2.89 -1.23
H -3.12 -1.37 -1.39
O -1.23 -1.26 0.59
H 3.30 -2.42 -2.86
C 1.25 2.07 -2.41
O 0.36 1.56 6.84
C 3.16 1.43 -3.71
H -0.81 -3.13 -0.28
C 2.88 0.11 -3.37
*
```



DFT (the ωB97M-V functional and the def2-TZVPD basis) results for the ion BrHNO2S with charge -1.

Results
* ΔE to the lowest compared entry with this formula, charge and spin: 9.55 kJ/mol
* energy: -3178.0550 hartree
* E_LUMO: 3.473 eV

Structure (ORCA input):
```
! wB97M-V def2-TZVPD RIJCOSX def2/J DEFGRID3
* xyz -1 1
O 0.93 -1.94 0.27
S 0.49 -1.66 -1.08
O -0.69 -2.48 -1.46
H 0.25 0.19 0.23
N -0.34 0.03 -0.55
Br -0.28 1.14 -2.00
*
```